# 1
C31H28Br2CuN6O as an isolated structure, computed with ωB97M-V/def2-TZVPD.

Structure (XYZ):
```
69
Properties=species:S:1:pos:R:3:nbo_charge:R:1
Br -2.97 -2.96 5.23 0.0206
Br 1.18 -6.80 -0.14 0.0756
Cu -0.21 -0.10 0.07 1.2777
O 0.92 2.59 -2.84 -0.6793
N -0.41 2.88 0.53 -0.2777
N -1.18 -1.05 1.41 -0.7517
N 0.55 0.83 -1.42 -0.7265
N 0.07 1.66 4.41 -0.4657
N 1.69 -1.17 -0.17 -0.5268
N -0.66 -2.58 -0.79 -0.4538
C -0.54 0.97 5.53 -0.4011
C 0.26 3.07 4.62 -0.4005
C 0.54 4.43 -0.99 -0.2039
C -1.33 -2.37 1.51 0.1937
C 0.14 3.14 -0.69 0.1835
C 0.44 -4.53 -1.67 -0.2892
C -2.42 -2.13 3.60 -0.0462
C 3.09 -1.82 -1.98 -0.2553
C -3.51 2.53 2.08 -0.2350
C 0.48 5.44 -0.05 -0.1382
C -1.16 1.60 0.77 -0.2193
C 3.28 -2.91 0.14 -0.2669
C -0.45 3.85 1.45 0.0654
C -2.44 1.81 0.01 -0.2120
C -1.97 -3.00 2.54 -0.4069
C 0.40 -5.10 -0.42 -0.0407
C 2.08 -1.04 -1.44 0.2494
C -0.11 -3.26 -1.80 0.0561
C -3.54 2.23 0.64 -0.2444
C -0.17 -4.43 0.64 -0.2744
C 0.01 5.13 1.21 -0.2322
C 0.53 2.10 -1.77 0.6104
C -1.43 1.24 2.26 -0.0383
C -2.50 2.12 2.85 -0.2157
C -2.44 -0.81 3.50 -0.2969
C 3.70 -2.77 -1.17 -0.1460
C -2.08 -0.19 2.17 -0.0597
C 1.33 -0.03 -2.29 -0.2783
C -0.71 -3.17 0.41 0.2119
C 2.27 -2.09 0.60 0.0671
C -0.07 1.16 3.06 -0.2359
H 3.39 -1.68 -3.01 0.2243
H -0.51 -0.10 5.36 0.2190
H 0.74 3.24 5.59 0.2020
H 0.69 -0.58 -2.99 0.2063
H -2.49 2.37 3.91 0.2141
H -0.18 -4.85 1.64 0.2458
H -4.34 3.10 2.51 0.2149
H 4.49 -3.39 -1.57 0.2219
H -2.45 1.66 -1.06 0.2167
H -4.46 2.39 0.10 0.2178
H 0.92 3.48 3.86 0.1930
H 0.94 4.58 -1.98 0.2740
H -2.11 -4.07 2.59 0.2186
H -0.92 3.60 2.38 0.2468
H -3.02 -0.04 1.60 0.1783
H -2.81 -0.18 4.29 0.2190
H -0.06 5.86 2.01 0.2344
H 0.80 6.45 -0.29 0.2286
H 3.73 -3.65 0.80 0.2298
H 0.88 -5.03 -2.52 0.2349
H 0.70 1.66 2.48 0.1905
H -1.58 1.26 5.73 0.1587
H 0.21 0.10 3.06 0.2273
H 0.03 1.19 6.44 0.1918
H 1.89 -2.16 1.61 0.2132
H 2.03 0.54 -2.90 0.2355
H -0.67 3.67 4.63 0.1529
H -0.09 -2.76 -2.76 0.1970
```

For the lowest unoccupied orbital energy (spin up / spin down), the calculation gives -0.4 / -0.6 eV. The calculation puts the HOMO energy (spin up / spin down) at -0.2380 / -0.2371 Eh. The frontier orbital gap (spin up / spin down) comes out at 0.222 / 0.215 hartree. Its spin multiplicity is 2.



# 2
A 2-piece molecular cluster, C17H25IN3O7 overall, computed with ωB97M-V/def2-TZVPD.

Structure (XYZ):
```
53
Properties=species:S:1:pos:R:3:nbo_charge:R:1
I -2.27 -0.49 1.19 0.3697
O -5.28 0.11 2.91 -0.6019
O 1.95 1.58 -3.57 -0.4879
O 3.48 -0.95 1.07 -0.2568
O 2.90 2.20 0.10 -0.4807
O -6.50 1.86 3.39 -0.4891
O 3.94 0.29 0.51 -0.2289
O 3.34 -0.91 -4.57 -0.5200
N -1.95 -3.05 -1.07 -0.8346
N 2.81 -0.26 -2.46 -0.5722
N -0.58 -1.05 -1.24 -0.3123
C 4.10 -2.03 0.36 -0.0842
C 3.03 -1.25 -3.46 0.6930
C -0.59 -0.46 -0.03 0.0741
C -6.65 3.17 3.96 -0.0716
C 2.87 1.01 0.11 0.7488
C -6.47 4.27 2.94 -0.6375
C 1.67 0.24 -0.37 -0.0144
C 0.52 -0.98 -2.03 0.0732
C -1.76 -1.79 -1.75 -0.0344
C 1.68 -0.36 -1.63 0.1487
C 4.24 1.78 -2.93 -0.7407
C 0.54 0.21 0.42 -0.2163
C 2.99 -2.69 -3.04 -0.7259
C -4.04 2.04 3.47 -0.7473
C 2.92 1.12 -3.06 0.7503
C -5.31 1.26 3.26 0.8051
C 4.39 -3.13 1.37 -0.6324
H -1.22 -3.25 -0.40 0.3754
H -7.67 3.17 4.34 0.2082
H 2.27 -2.93 -2.27 0.2125
H 3.40 -2.41 -0.39 0.1598
H -2.62 -1.13 -1.64 0.2179
H 5.00 -3.89 0.89 0.2330
H -6.66 5.24 3.39 0.2285
H 0.54 0.69 1.38 0.2686
H -3.29 1.35 3.84 0.2382
H -4.10 2.86 4.17 0.2319
H 3.98 -2.96 -2.68 0.2606
H -5.99 3.29 4.82 0.1773
H 0.43 -1.43 -3.01 0.2464
H -2.01 -3.81 -1.72 0.3897
H 4.96 1.16 -2.40 0.2357
H 2.81 -3.27 -3.94 0.2628
H 4.62 1.99 -3.92 0.2747
H 4.99 -1.68 -0.15 0.2086
H -1.55 -1.96 -2.80 0.2054
H 3.46 -3.60 1.68 0.2141
H -7.16 4.12 2.11 0.2249
H -3.71 2.43 2.50 0.2407
H 4.89 -2.73 2.25 0.2362
H -5.46 4.27 2.53 0.2025
H 4.11 2.72 -2.40 0.2731
```

For the lowest unoccupied orbital energy, the calculation gives -4.4 eV. As for the total charge: +1. The calculation puts the HOMO energy at -0.4605 Eh. The frontier orbital gap comes out at 0.297 hartree. The energy above the lowest of the compared OMol25 structures with the same formula, charge and spin is 246.8 kJ/mol.



# 3
A 10-piece molecular cluster, C54H99FN4O22 overall in a non-equilibrium geometry, computed with ωB97M-V/def2-TZVPD.

Structure (XYZ):
```
180
Properties=species:S:1:pos:R:3:lowdin_charge:R:1
F -4.64 -15.23 -27.30 0.0805
O 4.47 -14.99 -24.57 0.1479
O 2.59 -8.76 -29.22 0.0738
O 3.41 -13.70 -26.08 0.0493
O 2.53 -13.93 -24.05 0.0421
O -0.46 -11.75 -32.43 0.1610
O 0.69 -9.91 -29.34 0.0678
O -0.18 -12.75 -30.44 0.0622
O 1.98 -10.09 -27.51 0.1493
O -2.81 -13.51 -25.94 0.0863
O 6.89 -13.81 -30.68 -0.0152
O 7.91 -14.54 -21.06 0.0725
O 2.54 -19.00 -26.00 -0.0396
O -2.65 -15.69 -26.37 0.1201
O -0.92 -14.32 -26.84 0.1696
O 8.42 -15.85 -22.81 0.0650
O 9.24 -16.33 -20.76 0.1784
O 2.57 -19.44 -21.53 0.0533
O 6.48 -8.56 -23.08 -0.0119
O -3.05 -14.50 -19.48 -0.0172
O 1.41 -12.90 -32.00 0.0524
O 2.99 -19.02 -19.36 0.1651
O 3.95 -17.79 -20.98 0.0556
N -1.72 -14.15 -19.82 -0.1041
N 1.80 -19.04 -27.21 -0.0776
N 5.56 -9.32 -22.33 -0.1076
N 6.94 -14.43 -29.41 -0.0896
C 3.72 -10.89 -22.24 -0.1303
C 0.07 -17.99 -29.30 -0.1713
C 4.49 -9.91 -23.13 -0.4981
C 3.78 -18.44 -28.51 -0.0297
C -0.86 -15.35 -19.81 -0.5243
C 8.59 -15.65 -21.47 -0.5638
C -4.00 -15.45 -26.12 -0.3005
C 5.19 -10.77 -24.22 -0.0058
C 4.50 -7.28 -21.27 -0.0185
C 0.18 -12.41 -31.69 -0.6071
C 1.79 -9.63 -28.59 -0.5796
C 1.58 -18.08 -29.44 -0.1384
C 4.01 -17.85 -22.42 -0.0952
C 0.36 -19.00 -26.94 -0.4930
C 2.00 -13.51 -30.84 -0.0940
C 0.54 -14.88 -20.15 -0.1305
C 7.68 -15.67 -29.46 -0.5322
C 6.55 -8.35 -20.32 -0.0436
C 7.22 -13.41 -28.37 -0.4985
C 7.34 -14.08 -26.99 -0.1334
C 7.60 -16.31 -28.08 -0.1464
C 0.01 -20.32 -26.26 -0.0345
C 6.95 -16.62 -30.42 -0.0330
C 0.85 -13.58 -29.83 -0.0678
C 6.00 -12.50 -28.25 -0.0293
C -1.72 -13.20 -20.92 -0.5229
C -1.32 -16.46 -20.74 -0.0140
C -2.48 -13.70 -22.17 -0.0305
C 2.34 -16.61 -27.58 -0.0207
C 3.58 -14.26 -24.85 -0.5689
C -0.05 -17.81 -26.04 -0.0180
C 4.41 -9.56 -20.25 -0.1480
C -0.81 -15.82 -18.35 -0.0271
C -2.27 -11.88 -20.40 -0.0441
C 5.25 -8.61 -21.08 -0.5262
C 8.07 -15.41 -26.96 -0.1794
C 7.75 -14.72 -23.37 -0.1238
C 1.96 -8.32 -30.44 -0.0911
C 8.48 -12.62 -28.70 -0.0263
C -0.48 -18.91 -28.21 -0.1270
C 3.62 -8.92 -23.89 -0.0224
C 3.15 -18.77 -20.51 -0.5839
C 2.05 -13.31 -26.14 -0.1473
C 7.19 -13.99 -22.14 -0.1294
C -0.27 -12.87 -21.29 -0.1469
C 3.20 -10.16 -20.98 -0.1617
C 9.16 -15.64 -29.89 -0.0255
C -2.01 -14.48 -26.41 -0.5414
C 2.35 -18.04 -28.12 -0.5192
C 0.80 -9.27 -30.61 -0.1065
C -3.94 -14.14 -25.32 -0.0297
C 2.81 -18.73 -22.76 -0.1016
C 1.71 -12.96 -24.72 -0.0866
C 0.67 -14.05 -21.44 -0.1761
H 8.74 -11.93 -27.89 0.0869
H 4.43 -18.48 -27.62 0.0815
H 1.20 -15.73 -20.19 0.1193
H 0.42 -14.58 -29.78 0.1176
H 6.32 -14.32 -26.66 0.1051
H 9.55 -16.65 -29.97 0.0861
H 5.75 -12.01 -29.19 0.0790
H 7.38 -17.61 -30.45 0.0885
H 3.08 -15.93 -28.01 0.0909
H 7.77 -13.41 -26.25 0.1155
H -0.68 -17.35 -20.63 0.0891
H 2.79 -12.83 -30.52 0.1257
H -4.84 -13.55 -25.47 0.1457
H 1.98 -11.93 -24.48 0.1147
H -0.27 -16.95 -29.30 0.0952
H 4.73 -11.75 -24.34 0.0672
H -0.68 -14.95 -17.71 0.0877
H -0.39 -16.96 -26.64 0.0529
H 2.38 -14.50 -31.08 0.1232
H 2.83 -11.19 -22.80 0.0937
H 8.42 -11.97 -29.57 0.0845
H 2.47 -9.46 -21.38 0.1006
H 0.96 -10.01 -31.40 0.1138
H 6.10 -14.13 -22.09 0.1212
H 4.29 -11.77 -21.95 0.1203
H 0.68 -13.18 -24.44 0.1267
H -1.78 -16.23 -18.07 0.0797
H 0.68 -20.56 -25.43 0.0781
H 7.17 -9.25 -20.26 0.0881
H -3.36 -11.92 -20.21 0.0844
H -0.11 -8.75 -30.91 0.1402
H 0.43 -14.69 -22.31 0.0984
H -0.65 -19.88 -28.67 0.1165
H 6.96 -16.17 -31.42 0.0802
H -0.86 -18.01 -25.35 0.0866
H 8.44 -14.15 -23.99 0.1247
H 2.99 -9.35 -24.68 0.0788
H 2.94 -8.39 -23.22 0.0671
H 7.19 -9.18 -23.26 0.0968
H -1.48 -18.58 -27.93 0.1242
H 4.23 -17.76 -29.22 0.0630
H 5.90 -16.69 -30.13 0.0608
H 4.71 -6.63 -20.41 0.0836
H 1.71 -13.76 -21.53 0.1044
H -0.02 -16.55 -18.18 0.0893
H 2.73 -8.31 -31.21 0.1318
H 1.93 -17.20 -29.99 0.1144
H 9.75 -15.19 -29.09 0.0614
H -4.49 -16.25 -25.56 0.1722
H 5.11 -10.28 -25.20 0.0812
H 4.96 -10.40 -19.82 0.1265
H 1.85 -18.95 -30.04 0.1216
H 2.73 -10.82 -20.26 0.1062
H 9.16 -15.39 -26.84 0.1165
H 2.97 -19.48 -23.53 0.1118
H 0.19 -12.28 -20.48 0.1186
H 2.54 -16.61 -26.51 0.0771
H 4.28 -8.17 -24.32 0.0913
H 3.43 -7.44 -21.32 0.0670
H 6.27 -8.15 -19.28 0.0862
H -3.20 -14.05 -18.64 0.1078
H 1.35 -16.16 -27.74 0.0632
H 6.19 -11.67 -27.57 0.0877
H 6.27 -10.87 -24.08 0.0718
H -3.41 -14.18 -21.88 0.0886
H 9.39 -13.21 -28.80 0.0676
H 1.38 -14.12 -26.46 0.0972
H 1.04 -13.13 -28.87 0.1097
H 5.14 -13.10 -27.95 0.0682
H 1.76 -7.24 -30.37 0.1300
H 6.90 -15.00 -23.99 0.0984
H 1.92 -18.16 -23.02 0.1245
H -0.26 -12.15 -22.12 0.1189
H -2.80 -12.84 -22.77 0.0855
H 7.83 -15.86 -25.99 0.1001
H -0.98 -20.33 -25.79 0.0864
H 3.81 -16.83 -22.75 0.1113
H 1.84 -12.54 -26.88 0.1124
H -2.34 -16.78 -20.50 0.0852
H 4.86 -6.73 -22.14 0.0854
H 6.53 -16.52 -27.92 0.1169
H 7.18 -7.54 -20.67 0.0824
H 7.21 -12.90 -22.23 0.1231
H -3.70 -14.23 -24.27 0.1002
H 7.96 -17.34 -28.02 0.1297
H 0.86 -14.18 -19.37 0.1271
H -1.27 -16.15 -21.79 0.0620
H 3.75 -19.49 -28.82 0.0922
H 4.06 -9.03 -19.35 0.1256
H -1.93 -11.70 -19.38 0.0909
H -2.15 -11.07 -21.12 0.0869
H 3.14 -19.75 -26.08 0.1088
H -0.32 -18.33 -30.27 0.1128
H 4.98 -18.14 -22.83 0.1327
H 9.31 -15.13 -30.84 0.0882
H -0.01 -21.15 -26.98 0.0824
H -1.76 -14.28 -22.74 0.0683
H 0.83 -17.46 -25.50 0.0653
H 5.96 -13.85 -30.91 0.0989
```

The structure (SMILES) is CC1(C)CCCC(C)(C)N1O.CC1(C)CCCC(C)(C)N1O.CC1(C)CCCC(C)(C)N1O.CC1(C)CCCC(C)(C)N1O.O=C1OC[C@@H](F)O1.O=C1OCCO1.O=C1OCCO1.O=C1OCCO1.O=C1OCCO1.O=C1OCCO1. For the lowest unoccupied orbital energy, the calculation gives 0.2 eV. The calculation puts the HOMO energy at -0.3124 Eh. The frontier orbital gap comes out at 0.319 hartree.



Number 1: electronic energy -8390.3078 Ha. Number 2: electronic energy -1651.0953 Ha. Number 3: electronic energy -4091.0304 Ha.